Molecular formula: C27H30N4O2STc
Method: DFT, ωB97M-V with the def2-TZVPD basis set

Geometry as XYZ:
```
65
Properties=species:S:1:pos:R:3:forces:R:3:mulliken_charge:R:1
Tc 0.98672 0.34623 -0.12678 0.1 0.3 0.0 -0.508
O -5.73300 4.15783 0.01801 0.0 0.0 0.0 -0.451
C -4.63639 4.81938 -0.37989 0.0 0.0 -0.2 0.647
O -4.66469 5.99584 -0.57851 0.0 0.0 0.1 -0.499
C -3.36544 4.02743 -0.58821 0.0 0.0 0.0 0.840
C -3.15414 2.73607 -0.12824 0.0 0.0 0.0 -1.256
C -1.93589 2.10755 -0.33508 0.0 -0.1 -0.1 0.282
C -0.92241 2.75585 -1.02679 -0.2 0.1 0.1 0.577
C -1.12671 4.05804 -1.48478 0.1 0.0 0.0 -0.766
C -2.33450 4.68302 -1.25821 -0.1 0.0 0.0 -1.166
N 0.30355 2.04345 -1.24733 0.3 -0.1 0.1 0.149
C 1.09694 2.38574 -2.19690 -0.2 0.1 -0.1 -0.025
C 2.29594 1.60557 -2.46560 0.2 -0.1 -0.1 0.390
C 3.19950 1.95139 -3.45134 -0.1 0.1 0.0 -0.779
C 4.30144 1.13138 -3.66396 0.1 -0.1 0.0 -0.320
C 4.46094 0.00189 -2.88093 0.0 0.1 -0.1 -0.867
C 3.51722 -0.27799 -1.90311 0.0 0.0 0.0 -0.113
N 2.45740 0.50401 -1.70108 -0.3 -0.3 0.1 0.045
H -5.61228 3.20269 0.02338 0.0 0.0 0.0 0.290
H -3.91482 2.19716 0.42330 0.0 0.0 0.0 0.216
H -1.77752 1.10301 0.03009 0.0 0.0 0.0 0.196
H -0.35264 4.62124 -1.98743 0.1 0.0 0.0 0.366
H -2.50223 5.69940 -1.58713 0.0 0.0 0.0 0.487
H 0.87634 3.22067 -2.85318 -0.1 0.0 0.0 0.410
H 3.04190 2.84297 -4.04309 0.0 0.0 0.0 0.477
H 5.02293 1.37406 -4.43225 0.0 0.0 0.0 0.475
H 5.30180 -0.66252 -3.01761 0.0 0.0 0.0 0.429
H 3.60785 -1.14766 -1.26727 0.0 0.0 0.0 0.470
S 0.80785 1.48224 1.88319 -0.2 0.2 0.1 -0.382
C 0.89853 0.58125 3.38018 0.0 -0.1 -0.1 0.790
N 1.03131 -0.72901 3.42548 0.0 0.0 0.1 0.119
C 1.13439 -1.47852 4.68596 0.0 0.0 0.0 -0.569
C 0.37927 -0.72835 5.76898 0.0 0.0 0.0 -0.619
C 0.87913 0.70374 5.83682 0.0 0.0 0.0 -0.615
N 0.83448 1.29226 4.48921 0.0 0.0 0.0 -0.177
H 1.06609 -1.21856 2.54627 0.0 0.0 0.0 -0.100
H 2.18817 -1.58911 4.94806 0.0 0.0 0.0 0.330
H 0.71953 -2.47074 4.52078 0.0 0.0 0.0 0.384
H 0.52613 -1.21665 6.73016 0.0 0.0 0.0 0.372
H -0.68991 -0.73754 5.54946 0.0 0.0 0.0 0.302
H 1.90203 0.75053 6.21340 0.0 0.0 0.0 0.305
H 0.25020 1.31199 6.48284 0.0 0.0 0.0 0.396
H 0.74309 2.29247 4.39445 0.0 0.0 0.0 0.246
C -2.21537 -1.79683 -0.19794 0.0 0.0 0.0 -1.643
C -0.77396 -2.32422 -0.11914 0.0 -0.1 0.0 2.981
C -0.63733 -3.24160 1.10277 0.0 0.0 0.0 -2.446
C 0.15463 -1.17605 0.04072 0.2 0.1 -0.2 0.013
C -0.35934 -2.99802 -1.43733 0.0 0.0 0.0 0.136
C 0.03913 -4.32683 -1.50007 0.0 0.0 0.0 -0.333
C 0.39228 -4.89642 -2.71873 0.0 0.0 0.0 -0.846
C 0.36085 -4.14336 -3.87986 0.0 0.0 0.0 -0.489
C -0.02813 -2.81043 -3.82422 0.0 0.0 0.0 -1.050
C -0.38344 -2.24494 -2.61193 0.0 0.0 0.0 -0.002
H -2.48859 -1.28370 0.72639 0.0 0.0 0.0 0.411
H -2.88890 -2.64147 -0.33952 0.0 0.0 0.0 0.470
H -2.34955 -1.11419 -1.03545 0.0 0.0 0.0 0.311
H -0.98180 -2.71894 1.99731 0.1 0.0 0.0 0.456
H 0.38661 -3.59094 1.25032 0.0 0.0 0.0 0.520
H -1.27649 -4.11497 0.97830 0.0 0.0 0.0 0.533
H 1.32246 -1.40906 0.32947 0.0 -0.1 0.1 0.155
H 0.07032 -4.94398 -0.61307 0.0 0.0 0.0 0.400
H 0.68763 -5.93637 -2.75339 0.0 0.0 0.0 0.414
H 0.63022 -4.59206 -4.82625 0.0 0.0 0.0 0.431
H -0.06733 -2.21807 -4.72886 0.0 0.0 0.0 0.440
H -0.70199 -1.20726 -2.58478 0.0 0.0 0.0 0.357
```
Positions in Å, forces in eV/Å.

<S²> ... 0.76
Orbital gap (alpha / beta) ... 6.8016 / 6.5076 eV
Net charge ... +2
Relative energy (zero: lowest compared OMol25 entry of this formula, charge and spin) ... 0.002 eV
HOMO level (alpha / beta) ... -14.053 / -14.087 eV
DFT total energy ... -51561.2282 eV
Molar mass ... 572.63 Da
Spin multiplicity ... 2